Entry 1:
DFT (ωB97M-V/def2-TZVPD) results for a structure of composition C4H2OYb in a non-equilibrium geometry.

- HOMO (alpha / beta): -14.707 / -18.841 eV
- Kohn-Sham gap (alpha / beta): 4.4 / 8.4 eV
- LUMO (alpha / beta): -10.3509 / -10.3947 eV

The geometry in ORCA input format:
```
! wB97M-V def2-TZVPD RIJCOSX def2/J DEFGRID3
* xyz 2 3
C -3.550 0.303 -0.288
C -3.086 -0.912 -0.505
C -1.936 -0.248 -0.163
C -0.554 -0.111 0.014
O 0.078 -0.672 0.925
Yb 2.339 -0.604 2.001
H -4.223 1.120 -0.057
H -0.057 0.547 -0.724
*
```

These are the Löwdin partial charges, in e, on atoms 1 to 2:
1 C 0.220
2 C 0.134

Entry 2:
DFT (ωB97M-V/def2-TZVPD) results for a cluster of 11 separate species, C4H30N2O11 in total in a non-equilibrium geometry.

- HOMO: -9.463 eV
- SMILES string: CCNC(=O)CN.O.O.O.O.O.O.O.O.O.O
- Kohn-Sham gap: 9.6 eV
- LUMO: 0.1276 eV

The geometry in ORCA input format:
```
! wB97M-V def2-TZVPD RIJCOSX def2/J DEFGRID3
* xyz 0 1
C -3.041 0.670 1.759
C -1.692 -0.021 1.823
N -1.224 -0.317 0.453
C 0.117 -0.316 0.028
O 0.217 -0.462 -1.195
C 1.270 -0.179 0.989
N 2.322 0.477 0.236
H -3.026 1.777 1.796
H -3.616 0.348 0.886
H -3.620 0.303 2.657
H -1.847 -0.970 2.337
H -0.917 0.555 2.423
H -1.811 -0.004 -0.293
H 0.953 0.188 1.971
H 1.589 -1.211 1.199
H 2.218 1.461 0.034
H 2.439 -0.032 -0.637
O 2.145 0.095 -3.165
H 1.581 0.272 -3.954
H 1.451 -0.033 -2.464
O -1.201 -1.739 -3.247
H -1.876 -2.383 -3.465
H -1.031 -1.485 -2.344
O 1.095 -3.947 -1.642
H 1.469 -3.494 -2.397
H 0.191 -3.803 -1.376
O -1.562 -3.335 1.091
H -0.813 -2.764 1.281
H -1.246 -3.973 0.450
O 0.647 3.638 -1.482
H 1.555 3.306 -1.602
H 0.343 3.231 -2.312
O -0.086 1.378 4.135
H -0.910 1.690 4.524
H 0.243 2.047 3.504
O -0.846 2.796 0.623
H -0.187 3.223 0.030
H -1.374 3.520 0.979
O 1.332 2.785 2.223
H 1.629 2.107 1.607
H 0.486 3.024 1.772
O -0.590 1.518 -2.768
H -0.553 0.541 -2.641
H -1.546 1.543 -2.921
O 1.142 -3.186 0.988
H 1.362 -3.630 1.816
H 1.061 -3.857 0.293
*
```

These are the Löwdin partial charges, in e, on atoms 1 to 2:
1 C -0.088
2 C -0.243

Entry 3:
DFT (ωB97M-V/def2-TZVPD) results for a cluster of 12 separate species, C4H31N2O13 in total in a non-equilibrium geometry.

- HOMO: -6.334 eV
- Kohn-Sham gap: 9.0 eV
- LUMO: 2.6638 eV

The geometry in ORCA input format:
```
! wB97M-V def2-TZVPD RIJCOSX def2/J DEFGRID3
* xyz -1 1
C -2.734 0.004 -1.184
C -2.015 0.717 -2.394
C -0.845 -0.157 -3.016
N -0.953 -1.610 -3.133
N -1.773 -0.188 -0.082
C -0.963 0.672 0.570
O -1.198 1.878 0.386
O -0.141 0.038 1.330
H -3.516 0.725 -0.782
H -3.261 -0.931 -1.562
H -2.741 0.930 -3.129
H -1.797 1.741 -2.219
H -0.593 0.381 -4.024
H 0.048 -0.036 -2.426
H -1.940 -1.886 -3.444
H -0.805 -1.969 -2.198
H -1.630 -1.263 0.107
H -0.758 -3.639 0.364
H 0.320 -2.494 -0.310
O -0.515 -2.860 0.018
H 2.745 -2.539 -1.050
H 2.947 -3.287 0.452
O 2.661 -3.298 -0.393
H -0.596 -0.132 3.369
H 0.790 0.032 4.018
O -0.058 -0.446 4.007
H 1.500 -1.642 1.688
H 2.537 -1.256 2.542
O 2.382 -2.041 1.906
H 2.904 1.399 -2.362
H 2.639 1.233 -0.952
O 3.315 1.029 -1.563
H -2.535 3.092 2.098
H -3.209 1.978 1.476
O -2.974 2.278 2.377
H 3.951 0.572 0.600
H 2.973 1.749 0.907
O 3.866 1.141 1.379
H 1.782 -1.240 -2.566
H 2.790 -0.660 -1.868
O 2.740 -1.279 -2.527
H -2.862 -0.882 1.709
H -3.534 0.095 2.625
O -3.777 -0.617 1.959
H 1.367 0.836 0.891
H 0.792 2.018 0.127
O 1.637 1.648 0.430
H 1.011 3.111 1.552
H -0.370 3.215 2.289
O 0.393 3.838 2.007
*
```

These are the Löwdin partial charges, in e, on atoms 1 to 2:
1 C -0.169
2 C -0.173

Calculated values (eV) of E for the records, taken in order: -37732.3363 -30137.4053 -34249.1286.